<1>
Density functional theory data (ωB97M-V/def2-TZVPD) for C22H44O44S11 as an isolated structure.

Atoms and positions in Å:
C 11.5248 0.4636 -0.6480
C 11.0265 -0.0998 -1.9548
O 9.7259 0.4851 -2.2571
S 9.2199 1.4869 -1.1179
O 7.8527 1.1118 -0.7578
O 9.4732 2.8493 -1.4671
O 10.3444 0.9055 -0.0505
H 12.2686 1.2552 -0.7384
H 12.0190 -0.3553 -0.1253
H 10.9065 -1.1756 -1.8270
H 11.6059 0.2232 -2.8196
C -1.5839 0.1269 -0.2314
C -0.0461 0.1084 -0.2000
O 0.2951 -0.7393 0.8205
S -0.5359 -2.1194 0.5349
O -0.7477 -2.8760 1.7793
O 0.0393 -2.8471 -0.6323
O -1.8740 -1.2074 0.0938
H -2.0295 0.1768 -1.2249
H -2.0907 0.8604 0.3957
H 0.3438 1.1064 0.0004
H 0.4206 -0.3427 -1.0756
C 4.4573 3.1569 -7.1294
C 4.7451 4.6584 -7.1181
O 5.4290 4.9390 -8.3570
S 4.6624 4.0581 -9.4904
O 5.5589 3.5736 -10.5021
O 3.3613 4.6455 -9.7986
O 4.3595 2.7665 -8.4600
H 3.5752 2.8501 -6.5674
H 5.3207 2.6139 -6.7447
H 5.3178 4.9825 -6.2491
H 3.7974 5.1917 -7.1917
C -2.3703 5.1679 9.0557
C -1.8332 6.1766 8.1692
O -0.6457 5.6004 7.7306
S -0.8490 3.9396 7.3605
O 0.2787 3.0788 7.6735
O -1.3689 3.8836 5.9693
O -2.0185 3.8948 8.4892
H -3.4476 5.0049 9.0866
H -1.9877 5.2653 10.0717
H -1.5570 7.0266 8.7932
H -2.3829 6.4235 7.2610
C -6.8474 -5.9801 -0.2182
C -6.6404 -5.5839 -1.6332
O -5.7529 -6.5420 -2.1980
S -5.3390 -7.7899 -1.1714
O -3.9050 -7.6250 -0.9162
O -5.7069 -9.0819 -1.6669
O -6.3440 -7.2914 0.1037
H -7.9343 -5.9670 -0.1370
H -6.4373 -5.1989 0.4217
H -6.3498 -4.5373 -1.7241
H -7.6065 -5.6397 -2.1348
C -4.6899 11.4712 3.5731
C -5.8902 11.0909 4.4870
O -6.1246 9.7713 4.1156
S -5.8785 9.6300 2.4251
O -7.1107 9.9592 1.6975
O -5.1333 8.3825 2.0751
O -4.8363 10.8958 2.3348
H -3.7513 11.2882 4.0963
H -4.7100 12.5583 3.4962
H -6.7734 11.7103 4.3310
H -5.6216 11.1188 5.5430
C -2.7239 -3.1276 8.6573
C -3.2052 -2.7997 10.0958
O -4.5866 -3.1153 10.1467
S -4.9042 -4.2782 9.0397
O -5.8584 -3.8394 7.9764
O -5.0345 -5.6058 9.5907
O -3.4279 -4.2679 8.4071
H -1.6819 -3.4405 8.5911
H -2.7310 -2.3478 7.8958
H -3.1475 -1.7559 10.4046
H -2.7585 -3.3562 10.9198
C 0.6996 10.8723 -3.7556
C -0.5841 10.8457 -2.8414
O -0.9412 9.4952 -2.6136
S -0.4737 8.5096 -3.9303
O -1.6190 8.3637 -4.7841
O 0.2584 7.3164 -3.4993
O 0.5434 9.7349 -4.5720
H 1.6367 10.9429 -3.2034
H 0.5555 11.6818 -4.4713
H -1.4061 11.3809 -3.3168
H -0.3779 11.4108 -1.9324
C 4.2950 -9.3220 -3.2312
C 4.6892 -8.7051 -1.9043
O 5.7363 -7.8099 -2.2163
S 5.7109 -7.2874 -3.6987
O 7.0257 -6.9738 -4.1874
O 4.7056 -6.2765 -3.9286
O 5.2237 -8.7885 -4.2070
H 3.2204 -9.2082 -3.3741
H 4.4044 -10.4063 -3.2524
H 4.9400 -9.4929 -1.1940
H 3.7271 -8.3655 -1.5207
C -0.9483 -10.2968 5.9067
C -0.9448 -10.7821 7.3820
O 0.2626 -11.5065 7.4875
S 1.4533 -11.0072 6.5061
O 2.1907 -11.9910 5.7869
O 2.2181 -9.9956 7.3114
O 0.4065 -10.1685 5.5076
H -1.4717 -9.3415 5.8680
H -1.3244 -11.0770 5.2448
H -1.8104 -11.4442 7.3583
H -1.0382 -9.9312 8.0568
C -2.3793 -0.8510 -11.8015
C -1.0706 -1.1639 -11.1256
O -1.1307 -0.8533 -9.7821
S -2.6087 -0.1824 -9.3219
O -2.4419 1.2827 -9.2831
O -3.2362 -0.8436 -8.1390
O -3.2424 -0.7378 -10.7630
H -2.8302 -1.4990 -12.5531
H -2.2702 0.0928 -12.3358
H -0.3478 -0.5200 -11.6265
H -0.5230 -2.1013 -11.2240

HOMO ... -10.84 eV
Frontier orbital gap ... 10.96 eV
LUMO level ... 0.1236 eV

These are the Löwdin partial charges, in e, on atoms 1 to 99: atom 1 (C): -0.207, atom 2 (C): -0.138, atom 3 (O): -0.206, atom 4 (S): 0.683, atom 5 (O): -0.240, atom 6 (O): -0.230, atom 7 (O): -0.194, atom 8 (H): 0.131, atom 9 (H): 0.135, atom 10 (H): 0.134, atom 11 (H): 0.135, atom 12 (C): -0.168, atom 13 (C): -0.229, atom 14 (O): -0.190, atom 15 (S): 0.780, atom 16 (O): -0.248, atom 17 (O): -0.260, atom 18 (O): -0.217, atom 19 (H): 0.133, atom 20 (H): 0.132, atom 21 (H): 0.141, atom 22 (H): 0.127, atom 23 (C): -0.212, atom 24 (C): -0.163, atom 25 (O): -0.196, atom 26 (S): 0.715, atom 27 (O): -0.225, atom 28 (O): -0.245, atom 29 (O): -0.197, atom 30 (H): 0.136, atom 31 (H): 0.128, atom 32 (H): 0.138, atom 33 (H): 0.122, atom 34 (C): -0.178, atom 35 (C): -0.235, atom 36 (O): -0.209, atom 37 (S): 0.772, atom 38 (O): -0.234, atom 39 (O): -0.266, atom 40 (O): -0.215, atom 41 (H): 0.143, atom 42 (H): 0.138, atom 43 (H): 0.143, atom 44 (H): 0.141, atom 45 (C): -0.203, atom 46 (C): -0.200, atom 47 (O): -0.189, atom 48 (S): 0.741, atom 49 (O): -0.259, atom 50 (O): -0.234, atom 51 (O): -0.177, atom 52 (H): 0.129, atom 53 (H): 0.132, atom 54 (H): 0.136, atom 55 (H): 0.124, atom 56 (C): -0.230, atom 57 (C): -0.204, atom 58 (O): -0.199, atom 59 (S): 0.795, atom 60 (O): -0.249, atom 61 (O): -0.261, atom 62 (O): -0.172, atom 63 (H): 0.129, atom 64 (H): 0.129, atom 65 (H): 0.128, atom 66 (H): 0.134, atom 67 (C): -0.196, atom 68 (C): -0.159, atom 69 (O): -0.196, atom 70 (S): 0.716, atom 71 (O): -0.264, atom 72 (O): -0.238, atom 73 (O): -0.196, atom 74 (H): 0.136, atom 75 (H): 0.135, atom 76 (H): 0.131, atom 77 (H): 0.132, atom 78 (C): -0.177, atom 79 (C): -0.193, atom 80 (O): -0.205, atom 81 (S): 0.778, atom 82 (O): -0.235, atom 83 (O): -0.250, atom 84 (O): -0.220, atom 85 (H): 0.126, atom 86 (H): 0.128, atom 87 (H): 0.123, atom 88 (H): 0.125, atom 89 (C): -0.179, atom 90 (C): -0.180, atom 91 (O): -0.176, atom 92 (S): 0.661, atom 93 (O): -0.222, atom 94 (O): -0.231, atom 95 (O): -0.191, atom 96 (H): 0.126, atom 97 (H): 0.127, atom 98 (H): 0.134, atom 99 (H): 0.131

=====

<2>
Density functional theory data (ωB97M-V/def2-TZVPD) for a 11-piece molecular cluster, C22H44O44S11 overall.

Atoms and positions in Å:
C -6.0475 -5.1544 0.0253
C -5.1459 -5.6995 1.1973
O -3.8068 -5.5570 0.7564
S -3.6650 -4.1154 -0.2364
O -2.5553 -4.3567 -1.1870
O -3.6302 -2.9498 0.6451
O -5.1991 -4.4583 -0.8400
H -6.8247 -4.5064 0.4305
H -6.5635 -5.9876 -0.4518
H -5.4396 -6.7126 1.4722
H -5.2917 -5.0962 2.0933
C 0.5492 3.5575 -3.7946
C 2.0514 3.5557 -3.9719
O 2.4557 2.2435 -4.2632
S 1.1892 1.5491 -5.1220
O 1.1211 0.1130 -4.9147
O 1.1245 2.1515 -6.4619
O 0.0624 2.3055 -4.1881
H 0.1636 4.4389 -4.3069
H 0.3520 3.7085 -2.7333
H 2.5402 3.8745 -3.0513
H 2.3169 4.2203 -4.7941
C 1.7882 -5.4277 -0.4857
C 2.5281 -4.1746 0.0383
O 3.9240 -4.6353 0.1763
S 4.2577 -6.1422 -0.5254
O 5.4135 -6.8090 0.1311
O 4.3853 -5.8898 -1.9605
O 2.6503 -6.4865 -0.1210
H 1.5637 -5.4272 -1.5523
H 0.7816 -5.6307 -0.1201
H 2.2762 -3.9024 1.0633
H 2.4378 -3.3317 -0.6468
C 4.5019 4.8089 -0.7495
C 4.6184 3.3000 -0.9530
O 5.4628 3.0901 -2.0189
S 5.7463 4.3737 -2.8858
O 4.8833 4.3164 -4.0541
O 7.2080 4.5208 -2.9994
O 5.0940 5.3701 -1.7650
H 4.8965 5.2095 0.1843
H 3.4771 5.1302 -0.9355
H 3.6252 2.8520 -0.9835
H 5.1726 2.8371 -0.1366
C -2.6307 4.5936 0.6023
C -4.0030 3.9621 0.4823
O -3.9888 3.4291 -0.8368
S -2.5770 3.6838 -1.7579
O -2.7976 4.0909 -3.1057
O -1.7230 2.5155 -1.5591
O -2.2088 4.9499 -0.7616
H -1.9430 4.0236 1.2270
H -2.6181 5.5431 1.1374
H -4.7230 4.7736 0.5873
H -4.2453 3.2640 1.2835
C 0.0343 -1.1926 1.3796
C -1.2626 -0.8045 0.6688
O -1.0987 0.3862 -0.0382
S 0.3818 1.1325 0.2869
O 0.2229 2.1580 1.3329
O 1.0462 1.4098 -1.0452
O 1.0894 -0.2877 0.9198
H 0.3999 -2.2177 1.3205
H -0.0206 -0.9287 2.4358
H -2.0991 -0.8671 1.3647
H -1.4764 -1.4674 -0.1696
C -1.8925 -0.5400 -3.3779
C -3.3382 -0.4382 -3.2518
O -3.8990 -0.5240 -4.6163
S -2.8871 -1.4378 -5.5476
O -2.8958 -0.9220 -6.9125
O -3.0806 -2.8341 -5.2538
O -1.6007 -0.8395 -4.7099
H -1.3600 -1.2004 -2.6935
H -1.3948 0.4129 -3.1980
H -3.4721 0.4964 -2.7071
H -3.6000 -1.2992 -2.6368
C -0.1326 -7.7417 2.6867
C -1.6082 -7.1421 2.4462
O -1.6961 -6.0058 3.2364
S -0.2412 -5.3697 3.7088
O -0.2490 -5.2559 5.1561
O -0.1090 -4.1787 2.9768
O 0.6689 -6.5902 3.0574
H 0.3075 -8.0595 1.7414
H 0.0454 -8.3457 3.5764
H -2.3469 -7.9332 2.5749
H -1.6421 -6.7894 1.4154
C 4.9289 -0.5783 -1.5567
C 3.3757 -0.8093 -1.5883
O 3.1969 -1.7034 -2.6802
S 4.5122 -1.6739 -3.7426
O 4.0277 -1.1749 -5.0452
O 5.2844 -2.9149 -3.5776
O 5.2434 -0.4829 -2.8621
H 5.3095 -1.5086 -1.1349
H 5.3741 0.1927 -0.9279
H 3.0021 0.1496 -1.9477
H 2.9478 -1.0938 -0.6270
C -3.5792 3.1246 5.8918
C -4.4989 1.9452 5.8283
O -3.8859 0.9311 4.9800
S -2.6250 1.5786 4.0561
O -3.0223 1.6168 2.6399
O -1.2697 1.1851 4.3808
O -2.8527 3.1021 4.6848
H -2.9207 2.9317 6.7387
H -3.9893 4.1244 6.0348
H -5.5840 2.0469 5.8059
H -4.3686 1.4711 6.8011
C 2.2269 5.3981 4.5829
C 0.8431 6.0860 4.2870
O 0.5071 5.4879 3.0429
S 1.7795 5.6795 2.0360
O 1.9323 7.1049 1.6548
O 1.7735 4.6212 1.0094
O 2.7454 5.2267 3.2917
H 2.0282 4.3613 4.8545
H 2.9004 5.8774 5.2933
H 0.7764 7.1733 4.3247
H 0.0973 5.8355 5.0415

HOMO ... -10.25 eV
Frontier orbital gap ... 9.77 eV
LUMO level ... -0.4824 eV
SMILES ... O=S1(=O)OCCO1.O=S1(=O)OCCO1.O=S1(=O)OCCO1.O=S1(=O)OCCO1.O=S1(=O)OCCO1.O=S1(=O)OCCO1.O=S1(=O)OCCO1.O=S1(=O)OCCO1.O=S1(=O)OCCO1.O=S1(=O)OCCO1.O=S1(=O)OCCO1

These are the Löwdin partial charges, in e, on atoms 1 to 99: atom 1 (C): -0.180, atom 2 (C): -0.186, atom 3 (O): -0.235, atom 4 (S): 0.818, atom 5 (O): -0.244, atom 6 (O): -0.247, atom 7 (O): -0.201, atom 8 (H): 0.127, atom 9 (H): 0.129, atom 10 (H): 0.129, atom 11 (H): 0.120, atom 12 (C): -0.211, atom 13 (C): -0.225, atom 14 (O): -0.183, atom 15 (S): 0.759, atom 16 (O): -0.222, atom 17 (O): -0.236, atom 18 (O): -0.196, atom 19 (H): 0.137, atom 20 (H): 0.110, atom 21 (H): 0.113, atom 22 (H): 0.127, atom 23 (C): -0.186, atom 24 (C): -0.114, atom 25 (O): -0.248, atom 26 (S): 0.807, atom 27 (O): -0.240, atom 28 (O): -0.248, atom 29 (O): -0.239, atom 30 (H): 0.128, atom 31 (H): 0.121, atom 32 (H): 0.116, atom 33 (H): 0.105, atom 34 (C): -0.264, atom 35 (C): -0.183, atom 36 (O): -0.175, atom 37 (S): 0.725, atom 38 (O): -0.225, atom 39 (O): -0.236, atom 40 (O): -0.164, atom 41 (H): 0.143, atom 42 (H): 0.121, atom 43 (H): 0.122, atom 44 (H): 0.134, atom 45 (C): -0.156, atom 46 (C): -0.178, atom 47 (O): -0.205, atom 48 (S): 0.735, atom 49 (O): -0.196, atom 50 (O): -0.259, atom 51 (O): -0.193, atom 52 (H): 0.112, atom 53 (H): 0.130, atom 54 (H): 0.125, atom 55 (H): 0.111, atom 56 (C): -0.126, atom 57 (C): -0.203, atom 58 (O): -0.219, atom 59 (S): 0.815, atom 60 (O): -0.259, atom 61 (O): -0.273, atom 62 (O): -0.229, atom 63 (H): 0.106, atom 64 (H): 0.121, atom 65 (H): 0.119, atom 66 (H): 0.109, atom 67 (C): -0.237, atom 68 (C): -0.142, atom 69 (O): -0.189, atom 70 (S): 0.723, atom 71 (O): -0.230, atom 72 (O): -0.239, atom 73 (O): -0.200, atom 74 (H): 0.134, atom 75 (H): 0.107, atom 76 (H): 0.130, atom 77 (H): 0.122, atom 78 (C): -0.099, atom 79 (C): -0.184, atom 80 (O): -0.204, atom 81 (S): 0.682, atom 82 (O): -0.232, atom 83 (O): -0.231, atom 84 (O): -0.226, atom 85 (H): 0.128, atom 86 (H): 0.129, atom 87 (H): 0.132, atom 88 (H): 0.108, atom 89 (C): -0.232, atom 90 (C): -0.168, atom 91 (O): -0.213, atom 92 (S): 0.791, atom 93 (O): -0.234, atom 94 (O): -0.243, atom 95 (O): -0.185, atom 96 (H): 0.121, atom 97 (H): 0.133, atom 98 (H): 0.101, atom 99 (H): 0.109

=====

Most stable: <2>